Below is a cluster of 11 separate species, C40H60F6O30P in total at a distorted geometry, with properties calculated with ωB97M-V/def2-TZVPD.

E = -129485.64329 eV
net charge = -1

```
137
Properties=species:S:1:pos:R:3:forces:R:3
P 0.394 -0.015 -0.035 -0.9 -1.0 0.6
F -0.177 -0.605 1.377 0.5 0.2 0.3
F 1.392 0.996 0.737 0.2 0.1 -0.1
F 1.577 -1.133 -0.029 0.1 0.2 0.0
F 0.838 0.507 -1.483 0.5 0.2 0.0
F -0.584 -1.110 -0.756 -0.1 0.5 -0.3
F -0.752 1.126 0.032 -0.2 -0.2 -0.4
C -0.017 0.991 -4.282 0.6 0.3 0.8
C -1.384 1.128 -3.651 -0.1 -0.2 -0.6
C -1.841 2.557 -3.384 0.2 0.1 0.2
O -3.209 2.556 -3.784 0.0 0.1 -0.1
C -3.467 1.459 -4.536 0.2 0.1 0.0
O -4.506 1.227 -5.057 -0.1 0.0 -0.1
O -2.362 0.683 -4.626 -0.2 0.0 0.3
H 0.662 1.681 -3.771 0.0 0.0 -0.1
H -0.009 1.218 -5.346 -0.3 0.1 0.0
H 0.418 0.010 -4.115 -0.2 -0.1 -0.1
H -1.512 0.511 -2.761 0.2 0.0 0.0
H -1.249 3.284 -3.950 -0.3 0.0 -0.3
H -1.798 2.850 -2.337 0.0 -0.2 0.1
C -2.167 4.193 0.338 0.5 -0.6 0.4
C -3.554 4.778 0.314 0.0 -0.8 -0.4
C -3.741 6.084 -0.447 0.4 0.2 0.7
O -4.909 5.874 -1.219 0.0 0.0 0.0
C -5.182 4.539 -1.283 0.2 0.1 0.0
O -6.012 4.067 -1.979 -0.2 -0.1 0.0
O -4.346 3.851 -0.474 -0.2 0.4 -0.1
H -2.233 3.124 0.556 -0.1 0.0 0.1
H -1.521 4.586 1.126 -0.1 0.3 -0.1
H -1.660 4.245 -0.627 -0.1 0.3 0.0
H -4.002 4.787 1.308 0.0 0.2 0.0
H -2.878 6.323 -1.074 -0.1 -0.2 -0.3
H -3.864 6.909 0.255 -0.3 0.1 -0.2
C -4.703 0.383 -0.592 -0.4 -0.5 0.1
C -5.052 0.453 0.872 0.0 0.1 0.0
C -3.856 0.599 1.842 -1.0 -1.3 -0.6
O -4.268 1.635 2.707 0.5 0.5 0.1
C -5.302 2.323 2.161 0.4 -0.4 0.1
O -5.649 3.391 2.561 -0.3 0.1 -0.1
O -5.836 1.633 1.150 -0.1 0.3 -0.1
H -5.609 0.238 -1.182 0.0 0.4 0.0
H -4.150 -0.547 -0.759 0.4 0.3 0.0
H -4.165 1.276 -0.902 0.1 -0.1 -0.2
H -5.670 -0.404 1.145 0.0 0.0 0.0
H -2.908 0.777 1.331 0.0 0.4 0.1
H -3.804 -0.350 2.375 0.4 0.3 0.4
C 2.494 4.169 -0.678 -0.3 -0.3 -0.1
C 1.703 5.445 -0.493 0.8 0.3 0.4
C 1.913 6.162 0.868 -0.5 -1.0 -0.8
O 2.050 7.528 0.527 0.0 0.2 0.0
C 2.261 7.651 -0.806 0.0 -0.3 -0.1
O 2.471 8.671 -1.372 0.0 0.1 0.1
O 2.207 6.439 -1.404 -0.3 0.1 0.0
H 3.466 4.163 -0.183 0.0 0.3 0.0
H 2.663 4.023 -1.745 -0.1 -0.1 0.0
H 1.915 3.323 -0.304 0.1 -0.1 0.0
H 0.650 5.249 -0.699 0.0 0.3 -0.1
H 2.825 5.766 1.312 0.0 0.3 0.3
H 1.038 6.018 1.496 0.2 0.1 0.3
C 0.448 -2.797 6.395 0.2 -0.3 0.5
C -0.035 -1.589 5.648 0.1 0.2 -0.6
C -0.829 -1.898 4.365 0.2 0.6 0.0
O -1.940 -0.999 4.426 -0.4 -0.1 0.1
C -2.030 -0.443 5.655 0.3 -0.3 0.2
O -2.908 0.262 6.028 0.0 0.1 -0.1
O -0.975 -0.822 6.417 -0.2 0.0 0.0
H -0.310 -3.581 6.459 -0.1 0.1 0.0
H 0.727 -2.523 7.414 0.0 0.1 -0.1
H 1.340 -3.224 5.935 -0.1 0.1 -0.2
H 0.799 -0.920 5.418 0.0 0.0 0.1
H -1.157 -2.939 4.353 -0.2 0.1 -0.1
H -0.314 -1.617 3.449 0.2 -0.4 0.0
C 1.034 -2.671 -3.362 -0.3 0.4 -0.1
C 0.705 -3.466 -4.602 -0.6 0.4 -0.2
C 0.076 -2.633 -5.731 -0.9 0.5 0.2
O 0.847 -2.925 -6.884 0.1 0.0 0.0
C 1.941 -3.636 -6.528 0.1 -0.1 0.1
O 2.825 -3.938 -7.260 -0.1 0.0 -0.1
O 1.894 -3.962 -5.218 0.0 -0.2 0.1
H 0.151 -2.144 -2.987 -0.1 -0.1 -0.1
H 1.744 -1.890 -3.645 0.2 -0.1 0.2
H 1.396 -3.281 -2.539 0.3 0.0 -0.1
H 0.007 -4.276 -4.377 0.4 -0.3 0.1
H 0.046 -1.558 -5.542 0.6 0.0 0.0
H -0.979 -2.858 -5.906 0.2 -0.5 -0.1
C -2.546 -2.976 1.134 1.0 0.2 0.0
C -3.437 -3.654 0.134 0.1 -0.6 0.9
C -3.513 -5.187 0.317 0.2 0.0 -0.6
O -4.892 -5.467 0.527 0.0 0.2 0.0
C -5.615 -4.322 0.409 0.1 -0.3 0.1
O -6.800 -4.285 0.387 -0.1 0.1 0.1
O -4.799 -3.253 0.346 0.0 0.2 -0.5
H -2.530 -1.892 1.028 -0.2 0.0 0.0
H -1.509 -3.274 0.931 -0.1 0.0 -0.1
H -2.729 -3.240 2.176 -0.4 -0.1 -0.1
H -3.098 -3.428 -0.877 -0.4 0.3 -0.1
H -2.901 -5.556 1.139 -0.2 0.0 0.2
H -3.211 -5.697 -0.600 0.1 -0.1 0.1
C 3.635 2.427 3.596 0.2 -0.2 0.4
C 3.215 1.006 3.325 0.3 0.0 0.1
C 4.105 0.270 2.345 0.3 -0.3 -1.1
O 4.241 -1.042 2.902 -0.3 -0.1 0.1
C 3.808 -1.026 4.184 0.0 0.4 0.0
O 3.821 -1.956 4.920 0.0 -0.2 0.0
O 3.351 0.208 4.517 0.0 -0.2 -0.1
H 4.682 2.447 3.904 0.0 0.0 -0.1
H 3.070 2.826 4.438 -0.2 0.2 -0.3
H 3.530 3.026 2.692 -0.2 0.1 0.1
H 2.179 0.923 2.993 0.0 0.1 0.1
H 5.114 0.645 2.148 0.0 0.4 0.6
H 3.642 0.226 1.356 -0.2 -0.3 0.2
C 5.080 0.802 -3.044 -0.6 0.0 0.0
C 5.396 -0.565 -2.482 0.3 0.7 -0.1
C 4.293 -1.217 -1.665 0.0 0.7 0.3
O 4.343 -2.576 -2.073 -0.2 0.0 0.0
C 5.103 -2.693 -3.197 -0.2 -0.1 0.3
O 5.305 -3.720 -3.746 0.0 -0.1 -0.2
O 5.585 -1.486 -3.563 0.1 -0.1 0.1
H 4.707 1.485 -2.275 0.3 -0.1 0.2
H 4.253 0.737 -3.756 0.2 -0.1 -0.2
H 5.960 1.233 -3.514 -0.1 0.1 -0.1
H 6.344 -0.485 -1.939 -0.1 -0.3 0.1
H 3.336 -0.715 -1.838 -0.2 -0.5 -0.4
H 4.435 -1.145 -0.587 0.3 -0.2 0.0
C 1.575 -4.444 0.155 -0.7 -0.1 0.7
C 2.410 -3.841 1.262 0.4 0.8 -0.6
C 1.693 -3.416 2.537 -0.9 0.1 -0.3
O 2.151 -4.325 3.524 0.0 0.0 0.1
C 3.156 -5.086 3.022 -0.1 0.2 -0.2
O 3.725 -5.928 3.632 0.1 -0.1 0.1
O 3.397 -4.765 1.733 -0.1 -0.1 0.2
H 2.180 -4.662 -0.720 0.0 -0.1 0.0
H 0.776 -3.741 -0.098 0.2 0.1 -0.2
H 1.065 -5.339 0.527 0.2 -0.1 -0.2
H 2.916 -2.968 0.847 0.2 -0.2 0.1
H 0.604 -3.486 2.443 0.1 -0.3 0.0
H 1.867 -2.371 2.797 0.5 -0.2 0.2
```
Forces are in eV/Å.

Here are the Mulliken charges for atoms 1 to 99, given in e:
1. P 1.69
2. F -0.33
3. F -0.51
4. F -0.72
5. F -0.28
6. F -0.46
7. F -0.23
8. C -1.32
9. C 1.69
10. C 0.15
11. O -0.33
12. C 0.50
13. O -0.56
14. O -0.47
15. H 0.44
16. H 0.54
17. H -0.43
18. H -0.43
19. H 0.33
20. H -0.26
21. C -0.33
22. C 0.19
23. C -0.46
24. O -0.41
25. C 0.47
26. O -0.52
27. O 0.01
28. H -0.33
29. H 0.49
30. H -0.07
31. H 0.39
32. H 0.23
33. H 0.37
34. C -0.92
35. C 0.65
36. C 0.73
37. O -0.44
38. C 0.42
39. O -0.60
40. O -0.40
41. H 0.58
42. H 0.11
43. H -0.01
44. H 0.31
45. H -0.51
46. H 0.12
47. C -1.40
48. C 0.86
49. C -0.31
50. O -0.36
51. C 0.57
52. O -0.53
53. O -0.42
54. H 0.40
55. H 0.34
56. H 0.26
57. H 0.01
58. H 0.27
59. H 0.29
60. C -1.53
61. C 0.96
62. C 0.85
63. O -0.24
64. C 0.50
65. O -0.56
66. O -0.42
67. H 0.40
68. H 0.41
69. H 0.28
70. H 0.06
71. H 0.21
72. H -0.84
73. C -0.60
74. C 0.46
75. C -0.11
76. O -0.37
77. C 0.59
78. O -0.54
79. O -0.36
80. H 0.26
81. H 0.13
82. H -0.14
83. H 0.29
84. H 0.00
85. H 0.29
86. C -0.20
87. C 0.53
88. C -0.42
89. O -0.38
90. C 0.51
91. O -0.55
92. O -0.23
93. H -0.85
94. H 0.01
95. H 0.54
96. H 0.32
97. H 0.25
98. H 0.31
99. C -1.68


Below is a cluster of 10 separate species, C40H60O23 in total at a distorted geometry, with properties calculated with ωB97M-V/def2-TZVPD.

structure (SMILES) = C[C@H]1COC(=O)O1.C[C@H]1COC(=O)O1.C[C@H]1COC(=O)O1.O=C1CCCO1.O=C1CCCO1.O=C1CCCO1.O=C1CCCO1.O=C1CCCO1.O=C1CCCO1.O=C1CCCO1
energy above the lowest of the compared OMol25 structures with the same formula, charge and spin = 0.409 eV
E = -89546.50817 eV
net charge = 0

```
123
Properties=species:S:1:pos:R:3:forces:R:3
C -26.781 11.819 -2.353 0.0 0.5 0.0
C -25.649 12.493 -1.596 -0.8 1.0 0.0
C -26.099 13.501 -0.566 -0.5 1.4 1.1
O -25.979 12.844 0.712 0.1 0.4 -0.6
C -25.197 11.780 0.560 -1.4 1.2 -1.5
O -24.862 11.124 1.468 1.3 -1.6 0.7
O -24.967 11.587 -0.791 1.4 -1.7 1.5
H -27.588 11.506 -1.640 0.7 0.1 -0.9
H -26.342 10.996 -2.917 -0.3 -0.3 0.2
H -27.150 12.539 -3.112 -0.1 -0.4 0.6
H -24.965 12.999 -2.263 0.3 -0.2 -0.4
H -27.153 13.709 -0.626 -0.4 0.5 -0.4
H -25.506 14.442 -0.488 -0.6 -0.8 -0.4
C -21.910 12.770 -3.806 -1.1 0.7 -0.2
C -20.590 12.147 -3.982 2.2 -0.8 1.8
C -19.421 12.650 -3.048 -0.6 0.7 -1.2
O -18.677 11.469 -2.726 -0.8 -0.1 0.1
C -19.491 10.384 -2.862 0.6 0.8 0.4
O -19.190 9.316 -2.416 -0.5 0.0 -0.4
O -20.612 10.710 -3.522 -0.4 0.5 -0.8
H -21.917 13.833 -4.176 0.2 -1.0 0.5
H -22.202 12.715 -2.761 -0.1 0.2 0.2
H -22.660 12.231 -4.400 0.1 0.2 0.1
H -20.263 12.223 -4.998 0.2 -0.6 -0.8
H -19.857 13.147 -2.164 0.5 -0.3 -0.1
H -18.728 13.313 -3.606 -0.6 -0.3 0.5
C -24.548 15.214 -6.979 -0.1 -1.1 -0.5
C -23.943 16.554 -6.698 1.3 -1.1 -1.0
C -22.716 16.556 -5.751 -1.2 1.8 -0.5
O -21.770 17.399 -6.444 0.0 -0.5 -1.0
C -22.073 17.431 -7.783 -1.4 -0.3 0.9
O -21.383 17.844 -8.654 0.2 0.0 0.2
O -23.341 16.926 -7.978 1.0 0.8 0.6
H -24.975 14.743 -6.108 0.2 -0.2 0.6
H -23.822 14.523 -7.482 -0.6 0.6 0.6
H -25.416 15.310 -7.635 0.2 0.2 -0.2
H -24.725 17.224 -6.449 -0.4 1.1 0.3
H -22.393 15.544 -5.675 0.8 -0.6 0.3
H -22.900 17.073 -4.799 0.0 -0.7 -0.2
O -19.276 16.246 -1.785 0.2 0.7 -1.2
C -18.882 16.624 -2.873 0.7 -1.1 0.8
C -17.632 16.221 -3.592 2.3 0.3 -0.2
C -17.525 17.152 -4.798 1.3 1.0 1.2
C -18.940 17.470 -4.996 -1.3 0.5 -1.8
O -19.519 17.448 -3.686 -1.7 0.6 0.1
H -16.704 16.335 -3.033 -0.3 -0.1 0.7
H -17.632 15.198 -3.887 -0.4 -0.9 -0.3
H -16.993 18.084 -4.485 -0.4 -0.6 0.0
H -16.957 16.824 -5.648 -0.2 -0.7 -0.4
H -19.114 18.438 -5.448 -0.1 0.4 0.3
H -19.454 16.782 -5.686 0.0 -0.2 0.7
O -20.061 12.942 0.920 0.7 1.1 -0.4
C -20.636 11.931 0.658 -0.4 0.3 1.0
C -20.729 10.771 1.584 1.1 -1.7 0.8
C -21.262 9.655 0.650 0.6 -0.1 0.7
C -22.053 10.409 -0.377 0.1 1.4 -1.2
O -21.382 11.770 -0.431 -0.7 -1.1 -0.4
H -19.639 10.503 1.943 -2.4 0.7 -0.2
H -21.455 11.045 2.431 1.3 -0.5 -1.1
H -20.431 9.099 0.176 -0.2 0.5 0.1
H -21.831 8.908 1.163 -0.6 -0.3 0.3
H -21.849 10.027 -1.378 -0.5 -0.1 0.0
H -23.141 10.612 -0.228 1.3 -0.5 0.1
O -24.194 15.576 -2.535 -1.8 -0.6 -2.4
C -23.744 15.780 -1.478 0.7 1.7 3.0
C -22.337 15.561 -1.069 0.7 0.3 0.1
C -22.329 15.825 0.443 -0.3 0.5 0.0
C -23.647 16.587 0.732 -0.5 -1.7 0.1
O -24.459 16.432 -0.443 0.4 -0.9 -1.4
H -22.013 14.548 -1.306 -0.1 0.0 0.0
H -21.723 16.234 -1.747 -0.5 -0.6 1.2
H -22.408 14.885 1.009 0.7 0.3 -0.2
H -21.493 16.466 0.721 0.2 -0.6 0.3
H -24.214 16.133 1.598 0.6 0.6 -0.9
H -23.516 17.626 0.892 0.2 1.0 0.2
O -18.305 6.296 -4.072 -0.9 -1.1 0.3
C -17.602 7.197 -4.376 0.5 0.3 -0.2
C -16.603 7.911 -3.559 2.6 -0.7 1.0
C -16.326 9.196 -4.296 -0.4 0.7 -0.4
C -16.625 8.790 -5.732 1.0 -2.2 -0.1
O -17.648 7.766 -5.584 0.1 0.1 -1.1
H -16.938 7.942 -2.539 -0.4 0.6 0.4
H -15.617 7.371 -3.447 -1.1 -0.1 -0.5
H -17.105 9.887 -4.011 0.3 0.8 0.3
H -15.291 9.568 -4.209 -0.7 0.1 0.2
H -17.100 9.431 -6.455 0.5 0.9 0.0
H -15.671 8.298 -6.136 -1.4 0.6 0.0
O -16.184 16.242 2.124 -0.4 0.5 0.1
C -16.041 15.357 1.341 -0.1 0.3 0.9
C -17.024 14.318 0.859 -1.8 0.7 1.5
C -16.112 13.215 0.499 0.7 -0.6 1.0
C -14.887 13.999 0.017 -0.3 -1.6 -2.4
O -14.804 15.084 0.850 0.3 1.2 0.8
H -17.877 14.146 1.631 1.7 0.2 -1.4
H -17.485 14.638 -0.055 -0.6 0.7 -0.5
H -15.909 12.653 1.417 0.4 -0.2 -0.2
H -16.527 12.562 -0.216 -0.3 -0.9 -0.9
H -13.972 13.388 0.056 -0.2 0.5 -0.1
H -15.085 14.380 -1.049 0.5 -0.7 1.2
O -22.747 11.547 -7.108 0.5 -1.6 0.9
C -22.290 10.482 -6.734 1.8 0.7 -1.7
C -22.852 9.354 -5.951 -1.7 -0.2 -0.1
C -21.939 8.150 -6.007 0.4 0.0 -1.9
C -20.635 8.789 -6.590 0.5 0.6 3.0
O -20.979 10.123 -7.064 -0.9 0.0 0.0
H -22.868 9.700 -4.929 -0.5 0.2 0.5
H -23.869 9.152 -6.329 0.3 0.2 0.5
H -21.789 7.803 -5.001 0.3 -0.5 0.1
H -22.297 7.322 -6.681 0.1 0.9 0.8
H -19.969 8.938 -5.640 -0.7 -0.3 -2.1
H -20.123 8.216 -7.363 -0.1 0.3 0.1
O -18.350 14.375 -6.196 -0.4 -0.1 0.0
C -19.040 14.278 -7.173 -0.7 -0.4 -0.6
C -18.707 13.645 -8.519 -0.6 1.2 0.1
C -19.960 13.823 -9.386 1.7 -0.7 -0.6
C -20.917 14.536 -8.495 -1.4 -0.2 -0.4
O -20.275 14.868 -7.283 1.3 -0.1 1.1
H -17.881 14.240 -8.797 1.0 1.0 -0.8
H -18.312 12.665 -8.577 0.1 -1.1 0.7
H -19.764 14.252 -10.408 -0.3 -0.3 1.2
H -20.314 12.820 -9.435 -0.5 -0.7 -1.0
H -21.276 15.429 -8.982 -0.3 0.3 0.2
H -21.731 13.827 -8.253 0.1 0.7 0.0
```
Forces are in eV/Å.

Here are the Mulliken charges for atoms 1 to 99, given in e:
1. C -1.57
2. C 1.26
3. C 0.01
4. O -0.40
5. C 0.63
6. O -0.52
7. O -0.46
8. H 0.36
9. H 0.35
10. H 0.39
11. H -0.21
12. H 0.36
13. H -0.31
14. C 0.15
15. C 0.52
16. C 1.09
17. O -0.49
18. C 0.46
19. O -0.57
20. O -0.46
21. H -0.21
22. H -0.44
23. H 0.44
24. H 0.10
25. H -0.09
26. H -0.69
27. C -1.21
28. C 0.38
29. C 0.60
30. O -0.24
31. C 0.51
32. O -0.53
33. O -0.38
34. H 0.29
35. H 0.17
36. H 0.41
37. H 0.34
38. H -0.49
39. H 0.20
40. O -0.59
41. C 0.59
42. C 0.13
43. C -0.82
44. C 0.69
45. O -0.45
46. H 0.38
47. H -0.20
48. H 0.34
49. H 0.34
50. H 0.44
51. H -0.77
52. O -0.60
53. C 0.11
54. C -0.26
55. C -0.68
56. C 0.69
57. O -0.10
58. H 0.27
59. H 0.29
60. H 0.12
61. H 0.46
62. H -0.18
63. H -0.03
64. O -0.46
65. C 0.27
66. C 1.67
67. C -0.50
68. C -0.47
69. O -0.48
70. H -0.79
71. H -0.23
72. H 0.00
73. H 0.35
74. H 0.29
75. H 0.30
76. O -0.61
77. C 0.66
78. C -0.58
79. C 0.47
80. C -0.38
81. O -0.38
82. H 0.23
83. H 0.33
84. H -0.64
85. H 0.48
86. H 0.31
87. H 0.22
88. O -0.58
89. C 0.37
90. C 0.61
91. C -0.54
92. C -0.25
93. O -0.35
94. H 0.14
95. H -0.37
96. H 0.26
97. H 0.26
98. H 0.33
99. H 0.13


Number 1: gap between HOMO and LUMO 10.539 eV. Number 2: gap between HOMO and LUMO 10.136 eV.